{
  "formula": "C7H12NP",
  "method": "ωB97M-V with the def2-TZVPD basis set",
  "total_charge": 0,
  "orbital_gap_ev": 10.406,
  "lumo_energy_ev": 0.71,
  "smiles": "C/C=C(\\C#N)CCCP",
  "spin_multiplicity": 1,
  "symbols": ["C", "C", "C", "C", "C", "C", "C", "N", "P", "H", "H", "H", "H", "H", "H", "H", "H", "H", "H", "H", "H"],
  "positions_angstrom": [[2.495970, -0.915761, 0.078766], [-0.292642, -1.615313, 0.123229], [0.504495, -1.052194, -1.113251], [-1.094862, -0.586255, 0.844445], [1.593452, -0.132801, -0.668564], [2.462229, 2.209444, -0.121261], [1.509104, 1.209449, -0.609154], [3.257853, -1.568676, 0.625536], [-2.540788, 0.241195, -0.108787], [-0.997771, -2.464519, -0.330461], [0.466424, -2.221672, 0.761215], [0.950696, -1.767020, -1.763102], [-0.301690, -0.560386, -1.749288], [-1.505234, -0.992533, 1.693553], [3.433980, 1.668023, 0.232532], [2.077654, 2.809859, 0.719114], [2.626177, 2.928609, -0.877809], [0.493986, 1.633860, -1.067769], [-0.450004, 0.286656, 1.265293], [-2.785118, -0.912676, -0.860982], [-1.727859, 0.798192, -1.164414]],
  "forces_ev_per_angstrom": [[1.4082, 0.7456, -0.2535], [0.9762, -3.3800, -1.8456], [-2.6333, 1.2010, -0.2452], [1.0767, 3.0814, -0.9129], [-1.4023, 1.1042, 0.6225], [1.6570, -1.3911, 2.0531], [-2.8876, -0.0955, -1.5214], [0.5183, -0.6576, 0.6271], [1.3285, -0.1225, 0.1955], [1.2469, 1.7772, 1.0445], [-1.3933, 1.2249, -0.5942], [0.1543, -1.1687, -0.1639], [1.3193, -0.1537, 0.6213], [-1.1737, -1.0674, 2.0417], [-1.5399, 1.2642, -0.7250], [-0.0487, -0.4414, -0.0689], [0.6518, 0.6648, -0.9838], [2.3377, -0.8581, 0.8210], [-0.8466, -1.3791, -0.8672], [-0.3066, -0.2521, -0.2809], [-0.4428, -0.0963, 0.4359]],
  "lowdin_charge": [-0.232, -0.288, -0.200, -0.497, -0.285, -0.091, -0.115, 0.181, 0.796, 0.138, 0.124, 0.102, 0.097, 0.017, 0.121, 0.086, 0.058, 0.145, 0.100, -0.125, -0.132]
}

{
  "formula": "C6H16NO",
  "method": "ωB97M-V with the def2-TZVPD basis set",
  "total_charge": 1,
  "orbital_gap_ev": 9.525,
  "lumo_energy_ev": -3.53,
  "spin_multiplicity": 1,
  "symbols": ["C", "C", "C", "C", "C", "C", "N", "H", "H", "H", "H", "H", "H", "H", "H", "H", "H", "H", "H", "H", "H", "H", "H", "O"],
  "positions_angstrom": [[0.624831, 2.609909, 0.255999], [-0.321564, 1.442445, 0.155388], [0.083862, 0.595927, 1.393298], [-0.086956, -0.943791, 1.273389], [1.061274, -1.508889, 0.851669], [-1.321458, -1.691650, 1.699955], [-0.433920, 0.836321, -1.248649], [0.189277, 3.247443, -0.543482], [1.749707, 2.355764, 0.009913], [0.648099, 3.134191, 1.151492], [-1.460205, 1.650319, 0.389527], [-0.717875, 0.966252, 2.128242], [1.115103, 0.722103, 1.799557], [1.789920, -0.858429, 0.484788], [1.171106, -2.570561, 0.938745], [-1.121222, -2.722210, 1.506024], [-1.476012, -1.803458, 2.811012], [-2.173409, -1.403321, 1.142167], [-0.194213, 1.513649, -2.062780], [-1.532368, 0.605216, -1.391795], [0.028730, -0.022099, -1.387926], [0.389400, -2.378625, -3.028927], [1.295102, -0.970994, -3.231934], [0.387046, -1.292900, -3.219033]],
  "forces_ev_per_angstrom": [[0.7855, -0.0160, -4.5964], [-1.6043, -0.0912, 2.5628], [-2.3070, -1.7677, 0.7502], [1.4081, 0.8825, 0.0679], [-2.7625, -0.6736, 0.8123], [1.5888, -0.6918, 1.5754], [-3.6025, 2.0476, -0.9880], [1.0925, 0.6813, 0.4657], [-2.3211, 0.1673, 0.2777], [-0.4284, 0.6415, 1.7491], [2.4454, 0.4378, -0.6949], [1.6825, -0.4753, -0.5021], [-0.9496, 0.5741, -0.6543], [1.6188, 0.4677, -0.2431], [0.3711, -0.4388, -0.5385], [-0.0248, -0.8807, -0.7356], [-0.1435, 1.1515, -0.9591], [-1.1147, 0.4117, -0.1516], [-0.2750, -1.2919, 1.8211], [3.3548, 0.5088, 0.1869], [1.1024, -1.7670, -0.3621], [0.4047, 4.5789, -0.8447], [0.2302, -0.6635, -0.1661], [-0.5513, -3.7930, 1.1674]],
  "lowdin_charge": [-0.062, -0.355, -0.146, -0.341, 0.055, -0.048, 0.198, 0.090, 0.146, 0.068, 0.179, 0.151, 0.127, 0.049, 0.072, 0.065, 0.115, 0.064, 0.205, 0.237, 0.066, 0.170, 0.029, -0.134]
}

{
  "formula": "C29H34BClFeO2S",
  "method": "ωB97M-V with the def2-TZVPD basis set",
  "total_charge": 0,
  "orbital_gap_ev": [5.514, 7.738],
  "lumo_energy_ev": [0.05, 0.03],
  "spin_multiplicity": 5,
  "symbols": ["C", "C", "C", "C", "C", "B", "C", "C", "C", "C", "Cl", "C", "C", "O", "C", "C", "C", "C", "C", "C", "O", "S", "H", "H", "H", "H", "H", "H", "H", "H", "H", "H", "H", "H", "H", "H", "H", "H", "H", "H", "H", "H", "H", "C", "C", "C", "C", "C", "C", "C", "Fe", "C", "C", "C", "C", "C", "H", "H", "H", "H", "H", "H", "H", "H", "H", "H", "H", "H", "H"],
  "positions_angstrom": [[-1.765552, -1.433802, 6.294593], [-1.101688, -1.504220, 4.970250], [0.254072, -1.684333, 4.654739], [0.423287, -1.957481, 3.245434], [-0.748681, -1.891175, 2.478758], [0.658654, 1.236905, 0.067899], [-0.915980, -2.274989, 1.112365], [0.074981, -3.069468, 0.454238], [-0.351128, -3.907994, -0.562881], [-1.653059, -3.752147, -1.071182], [-2.159785, -4.737361, -2.385514], [-2.472197, -2.682004, -0.671427], [-2.156698, -1.999720, 0.500180], [-0.019172, 1.761613, 1.155434], [0.993660, 2.367594, 1.976338], [0.787890, 3.877206, 1.805102], [0.549815, 1.921166, 3.401568], [2.403487, 1.770337, 1.371747], [3.349137, 2.719332, 0.579744], [3.161885, 0.975445, 2.442335], [1.945905, 0.846684, 0.322402], [-2.040190, -1.317343, 3.532442], [-1.172522, -1.874977, 7.106270], [-1.973347, -0.382554, 6.552644], [-2.743716, -1.940360, 6.278244], [1.077669, -1.727435, 5.381824], [1.351001, -2.227694, 2.772423], [1.122547, -3.078064, 0.765435], [0.287033, -4.684558, -0.996939], [-3.379274, -2.451858, -1.233683], [-2.868137, -1.293863, 0.963015], [1.406955, 4.416723, 2.545779], [1.040796, 4.188290, 0.768554], [-0.275686, 4.093639, 2.007140], [1.132092, 2.443602, 4.188978], [-0.509589, 2.205327, 3.531132], [0.584271, 0.817078, 3.545168], [3.686420, 3.575937, 1.178016], [4.228778, 2.122481, 0.292217], [2.909340, 3.073096, -0.385429], [3.548711, 1.673097, 3.203052], [2.538288, 0.216271, 2.933405], [4.012307, 0.478027, 1.982104], [-0.966415, 2.118426, -1.441017], [-0.373346, 0.708584, -1.000598], [0.356737, 0.120717, -2.192381], [0.554721, -1.257427, -2.610388], [1.212836, -1.269671, -3.916131], [1.518680, 0.111334, -4.252331], [1.031096, 0.948164, -3.178013], [-0.439838, -0.208258, -3.946598], [-1.289021, 0.266454, -5.632953], [-1.820355, 1.050595, -4.521206], [-2.361963, 0.117496, -3.537637], [-2.163245, -1.226604, -4.032932], [-1.505709, -1.143923, -5.326144], [-1.710265, 2.552778, -0.734300], [-0.147927, 2.836313, -1.617855], [-1.495750, 2.024749, -2.409089], [-1.240097, 0.110327, -0.730030], [0.317543, -2.143190, -2.048774], [1.513367, -2.141796, -4.497708], [2.115530, 0.445820, -5.110014], [1.198991, 2.017433, -3.092508], [-0.868283, 0.672939, -6.552802], [-1.886973, 2.138757, -4.480208], [-2.932617, 0.369291, -2.641211], [-2.541265, -2.136993, -3.568741], [-1.299011, -1.988763, -5.982344]],
  "forces_ev_per_angstrom": [[-0.5658, 0.6174, 0.5505], [1.9995, 0.1977, -0.7769], [-1.3733, -0.5196, -0.5199], [-1.3688, 0.3244, -0.1137], [1.8602, 1.2836, 2.8055], [-2.3537, -3.3325, 1.6598], [-0.3279, -0.0675, -0.9505], [-1.0265, 0.0449, 0.3149], [-0.4776, 0.0542, -0.2546], [0.3523, 1.1972, 0.1489], [-0.1273, -0.3028, -0.3244], [-0.0370, -0.6113, 0.0430], [0.6342, -0.5713, -0.2564], [1.4559, 0.8713, -0.9266], [-0.5564, -0.2581, 0.4587], [0.5077, -0.0679, 0.2237], [0.6015, 0.1545, 0.1683], [-0.5127, -0.1731, 0.0719], [-0.2587, 0.0219, 0.2093], [-0.0269, 0.4008, -0.1397], [-0.1355, 1.2904, 0.0356], [0.3296, -1.1094, -0.3595], [-0.0073, 0.1263, -0.3842], [0.0601, -0.2812, 0.1183], [0.3780, 0.0762, -0.0218], [-0.6089, -0.1053, -0.3146], [0.2763, -0.0788, 0.1631], [-0.5294, -0.1760, 0.2155], [-0.1198, 0.4601, 0.1501], [0.1881, -0.2323, 0.2556], [0.4965, -0.4399, -0.3554], [-0.2081, 0.0117, -0.4814], [-0.1444, -0.0572, 0.6920], [0.4964, -0.0315, -0.1392], [-0.2182, -0.4538, -0.3151], [0.4635, 0.0248, -0.2045], [0.1585, 0.8168, -0.1758], [-0.0928, -0.1478, -0.1560], [-0.2555, 0.2023, 0.1635], [0.0661, -0.1939, 0.9275], [-0.1519, -0.2586, -0.1654], [0.1080, 0.3203, -0.2316], [0.0857, -0.0601, -0.0511], [-0.6958, -0.0528, -0.6101], [0.6974, 1.6408, -1.8619], [2.7879, 0.0520, 1.1496], [1.8420, 0.2198, 0.8647], [1.9466, 0.2027, 1.2829], [1.8019, -0.0971, 0.9188], [1.6794, -0.4232, 0.9193], [1.1194, -0.4991, -1.6984], [-2.0108, 0.2461, -0.7362], [-2.5364, -0.2151, -0.9738], [-2.6023, -0.0574, -1.5130], [-2.1963, 0.4505, -1.0814], [-1.8030, 0.1141, -0.6325], [0.8483, -0.4189, -0.1637], [-0.3703, -0.0119, 0.2450], [0.4450, 0.1378, 0.6701], [0.4453, -0.2375, 0.5832], [-0.4077, 0.1214, -0.0665], [-0.2583, 0.3143, 0.3063], [-0.5384, -0.1632, 0.4304], [-0.3350, -0.2372, -0.2404], [-0.0671, -0.1791, 0.4502], [0.1879, -0.4948, 0.0437], [0.4853, -0.0571, -0.2935], [0.3837, 0.3334, -0.0811], [0.1178, 0.3449, 0.3309]],
  "lowdin_charge": [-0.120, -0.590, -0.121, -0.124, -0.454, -0.647, -0.239, -0.010, -0.121, -0.687, 0.690, -0.105, -0.060, 0.096, -0.417, -0.011, -0.009, -0.382, -0.009, -0.008, 0.151, 1.079, 0.085, 0.081, 0.076, 0.114, 0.097, 0.122, 0.116, 0.109, 0.109, 0.094, 0.094, 0.098, 0.094, 0.094, 0.066, 0.087, 0.091, 0.100, 0.100, 0.072, 0.086, -0.041, -0.119, -0.276, -0.083, -0.145, -0.143, -0.105, 0.478, -0.157, -0.167, -0.166, -0.148, -0.150, 0.101, 0.081, 0.042, 0.117, 0.088, 0.117, 0.117, 0.122, 0.116, 0.118, 0.120, 0.078, 0.116]
}

E, respectively: -669.9502; -367.8685; -3422.7402 Ha.
Energy relative to the best compared isomer or geometry (same formula, charge and spin), respectively: 0.5728; 3.1005; 0.0000 eV.